(one)
{"formula": "CH2ClO3S", "method": "the ωB97M-V functional and the def2-TZVPD basis", "lumo_energy_ev": 3.6, "multiplicity": 1, "smiles": "O=S(=O)([O-])CCl", "charge": -1, "elements": ["O", "S", "O", "O", "C", "Cl", "H", "H"], "xyz": [[1.35, 0.44, -1.29], [0.81, -0.38, -0.22], [1.53, -0.11, 1.06], [0.67, -1.77, -0.54], [-0.89, 0.18, 0.17], [-1.09, 1.73, -0.50], [-1.67, -0.53, 0.04], [-0.70, 0.44, 1.29]], "lowdin_charge": [-0.419, 0.312, -0.433, -0.391, -0.734, 0.565, 0.034, 0.067]}



(two)
{"formula": "CH2ClO3S", "method": "the ωB97M-V functional and the def2-TZVPD basis", "lumo_energy_ev": [2.9, 2.5], "multiplicity": 1, "charge": -1, "elements": ["C", "O", "O", "O", "S", "Cl", "H", "H"], "xyz": [[-1.30, 2.07, 0.21], [2.26, -1.63, 0.76], [0.14, -2.80, 0.09], [1.85, -2.45, -1.59], [1.31, -1.93, -0.33], [-2.05, 3.62, 0.21], [-0.81, 1.80, 1.12], [-1.39, 1.31, -0.47]], "lowdin_charge": [-0.461, -0.483, -0.508, -0.473, 0.468, 0.488, -0.008, -0.023]}



Q: Which of them is the least stable? A: (two).



(one)
{"formula": "C3H5ClN2O", "method": "the ωB97M-V functional and the def2-TZVPD basis", "lumo_energy_ev": 0.6, "multiplicity": 1, "smiles": "NN(C=O)/C=C/Cl", "elements": ["N", "N", "C", "O", "C", "C", "Cl", "H", "H", "H", "H", "H"], "xyz": [[0.84, -1.10, -0.71], [0.65, 0.10, -0.05], [1.73, 0.86, 0.39], [2.89, 0.68, 0.19], [-0.65, 0.46, 0.32], [-1.73, -0.21, -0.13], [-3.34, 0.25, 0.36], [0.49, -1.86, -0.12], [0.23, -1.08, -1.52], [1.38, 1.80, 0.90], [-0.78, 1.28, 1.00], [-1.70, -1.17, -0.63]], "lowdin_charge": [0.087, -0.181, -0.311, 0.066, -0.164, -0.570, 0.585, 0.103, 0.090, 0.139, 0.109, 0.049]}



(two)
{"formula": "C3H5ClN2O", "method": "the ωB97M-V functional and the def2-TZVPD basis", "lumo_energy_ev": 0.8, "multiplicity": 1, "smiles": "NC(=O)N/C=C/Cl", "elements": ["N", "C", "O", "N", "C", "C", "Cl", "H", "H", "H", "H", "H"], "xyz": [[1.04, 1.27, -0.16], [1.47, 0.02, 0.10], [2.62, -0.31, 0.37], [0.49, -0.95, -0.04], [-0.91, -0.90, -0.11], [-1.65, 0.12, 0.33], [-3.36, 0.10, 0.10], [0.17, 1.48, -0.65], [1.78, 1.97, -0.18], [0.91, -1.86, -0.17], [-1.32, -1.82, -0.57], [-1.25, 0.87, 0.98]], "lowdin_charge": [0.163, -0.612, 0.047, 0.065, -0.195, -0.605, 0.594, 0.099, 0.118, 0.142, 0.124, 0.061]}



(three)
{"formula": "C3H5ClN2O", "method": "the ωB97M-V functional and the def2-TZVPD basis", "lumo_energy_ev": [-0.3, -0.3], "multiplicity": 1, "elements": ["C", "C", "C", "N", "N", "O", "Cl", "H", "H", "H", "H", "H"], "xyz": [[-0.11, 0.50, -0.19], [0.28, -0.97, -0.12], [-1.58, 0.61, 0.00], [0.74, 1.39, -0.42], [2.34, 0.09, -0.48], [1.59, -1.00, -0.53], [2.99, 0.27, 1.07], [0.07, -1.28, 0.99], [-0.39, -1.55, -0.77], [-2.07, -0.29, -0.32], [-2.01, 1.55, -0.41], [-1.84, 0.69, 1.17]], "lowdin_charge": [-0.470, -0.189, -0.052, 0.221, -0.441, -0.244, 0.592, 0.162, 0.128, 0.061, 0.090, 0.142]}



Q: Which of them is the least stable? A: (three).



(one)
{"formula": "C23H24N2O3", "method": "the ωB97M-V functional and the def2-TZVPD basis", "lumo_energy_ev": 0.7, "multiplicity": 1, "smiles": "COc1ccc(OC)c(NC(=O)CNC(c2ccccc2)c2ccccc2)c1", "elements": ["C", "O", "C", "C", "C", "C", "O", "C", "C", "N", "C", "O", "C", "N", "C", "C", "C", "C", "C", "C", "C", "C", "C", "C", "C", "C", "C", "C", "H", "H", "H", "H", "H", "H", "H", "H", "H", "H", "H", "H", "H", "H", "H", "H", "H", "H", "H", "H", "H", "H", "H", "H"], "xyz": [[5.37, -2.08, -1.73], [4.44, -2.20, -2.78], [3.12, -2.09, -2.48], [2.23, -2.23, -3.55], [0.87, -2.14, -3.35], [0.35, -1.92, -2.08], [-0.98, -1.83, -1.76], [-1.92, -1.95, -2.81], [1.25, -1.77, -1.00], [0.68, -1.53, 0.25], [1.28, -1.31, 1.44], [2.47, -1.36, 1.67], [0.24, -0.99, 2.53], [-0.92, -0.37, 1.94], [-0.72, 1.01, 1.50], [-1.45, 1.19, 0.19], [-2.84, 1.20, 0.15], [-3.50, 1.33, -1.05], [-2.79, 1.46, -2.24], [-1.41, 1.45, -2.21], [-0.74, 1.31, -1.00], [-1.15, 2.08, 2.50], [-1.24, 3.40, 2.06], [-1.62, 4.40, 2.93], [-1.92, 4.11, 4.25], [-1.82, 2.80, 4.70], [-1.44, 1.79, 3.83], [2.61, -1.86, -1.21], [5.22, -2.86, -0.98], [5.32, -1.10, -1.25], [6.35, -2.21, -2.19], [2.63, -2.40, -4.53], [0.21, -2.25, -4.19], [-1.78, -1.17, -3.57], [-2.89, -1.81, -2.34], [-1.87, -2.94, -3.27], [-0.33, -1.42, 0.24], [-0.05, -1.94, 2.98], [0.74, -0.39, 3.30], [-1.74, -0.45, 2.52], [0.35, 1.14, 1.32], [-3.39, 1.12, 1.07], [-4.58, 1.34, -1.07], [-3.31, 1.56, -3.17], [-0.84, 1.55, -3.12], [0.34, 1.29, -0.99], [-1.01, 3.63, 1.03], [-1.69, 5.42, 2.57], [-2.22, 4.89, 4.93], [-2.04, 2.56, 5.73], [-1.36, 0.78, 4.21], [3.26, -1.75, -0.35]], "lowdin_charge": [-0.087, -0.086, -0.276, -0.009, -0.017, -0.218, -0.105, -0.089, -0.140, 0.155, -0.457, 0.067, -0.119, -0.035, -0.250, -0.202, -0.028, -0.076, -0.099, -0.086, -0.039, -0.172, -0.030, -0.075, -0.092, -0.082, -0.040, 0.059, 0.098, 0.097, 0.091, 0.116, 0.105, 0.088, 0.095, 0.097, 0.127, 0.135, 0.127, 0.116, 0.159, 0.120, 0.103, 0.103, 0.109, 0.120, 0.120, 0.104, 0.101, 0.103, 0.103, 0.094]}



(two)
{"formula": "C23H24N2O3", "method": "the ωB97M-V functional and the def2-TZVPD basis", "lumo_energy_ev": -0.7, "multiplicity": 1, "smiles": "O=C1C(=Cc2ccccc2)C(=O)c2ccccc21.CN(C)C(=O)[C@@H]1CCCN1", "elements": ["O", "C", "C", "C", "C", "C", "C", "C", "C", "C", "C", "O", "C", "C", "C", "C", "C", "C", "H", "H", "H", "H", "H", "H", "H", "H", "H", "H", "C", "N", "C", "C", "O", "C", "C", "C", "C", "N", "H", "H", "H", "H", "H", "H", "H", "H", "H", "H", "H", "H", "H", "H"], "xyz": [[-2.16, -1.85, -2.05], [-2.65, -0.83, -1.58], [-1.89, 0.35, -1.05], [-0.53, 0.40, -1.07], [0.28, 1.60, -0.90], [0.31, 2.33, 0.30], [1.07, 3.50, 0.38], [1.76, 3.97, -0.74], [1.74, 3.24, -1.94], [1.04, 2.04, -2.00], [-2.86, 1.37, -0.54], [-2.63, 2.48, -0.06], [-4.20, 0.77, -0.76], [-5.45, 1.27, -0.40], [-6.59, 0.50, -0.67], [-6.47, -0.75, -1.32], [-5.21, -1.25, -1.68], [-4.08, -0.49, -1.38], [-0.02, -0.47, -1.50], [-0.30, 2.00, 1.14], [1.10, 4.05, 1.32], [2.29, 4.92, -0.70], [2.26, 3.60, -2.83], [0.99, 1.44, -2.91], [-5.50, 2.25, 0.09], [-7.57, 0.87, -0.37], [-7.36, -1.33, -1.52], [-5.09, -2.20, -2.18], [4.50, -0.62, -1.14], [3.74, -0.68, 0.09], [4.53, -0.37, 1.28], [2.44, -1.05, 0.02], [1.92, -1.35, -1.06], [1.64, -1.08, 1.33], [2.19, -2.04, 2.41], [1.01, -2.99, 2.71], [-0.23, -2.34, 2.05], [0.34, -1.51, 1.05], [3.82, -0.78, -1.98], [4.98, 0.36, -1.22], [5.28, -1.38, -1.13], [3.92, -0.18, 2.17], [5.22, -1.20, 1.50], [5.13, 0.52, 1.07], [1.64, -0.03, 1.70], [3.08, -2.58, 2.06], [2.44, -1.44, 3.29], [1.20, -3.95, 2.21], [0.88, -3.17, 3.78], [-0.92, -3.08, 1.62], [-0.79, -1.74, 2.79], [-0.24, -1.13, 0.32]], "lowdin_charge": [0.108, -0.286, -0.046, 0.028, -0.208, -0.038, -0.074, -0.085, -0.081, -0.022, -0.267, 0.107, -0.093, 0.003, -0.054, -0.056, 0.004, -0.092, 0.115, 0.120, 0.104, 0.101, 0.103, 0.125, 0.123, 0.106, 0.106, 0.123, -0.048, -0.146, -0.051, -0.393, 0.036, -0.278, -0.123, -0.146, -0.206, -0.027, 0.086, 0.090, 0.094, 0.078, 0.096, 0.090, 0.140, 0.114, 0.107, 0.109, 0.103, 0.117, 0.107, 0.080]}



Q: Which of them is the least stable? A: (two).



(one)
{"formula": "C3H2N2", "method": "the ωB97M-V functional and the def2-TZVPD basis", "lumo_energy_ev": -0.5, "multiplicity": 1, "elements": ["C", "C", "C", "N", "N", "H", "H"], "xyz": [[0.03, 1.30, -1.21], [1.09, 1.77, -0.62], [0.19, 0.27, -0.07], [1.94, 1.58, 0.39], [1.40, 0.55, 0.84], [-0.69, 0.29, 0.57], [0.34, -0.72, -0.50]], "lowdin_charge": [0.022, -0.094, -0.238, 0.033, 0.037, 0.120, 0.120]}



(two)
{"formula": "C3H2N2", "method": "the ωB97M-V functional and the def2-TZVPD basis", "lumo_energy_ev": -1.2, "multiplicity": 1, "elements": ["C", "C", "C", "N", "N", "H", "H"], "xyz": [[0.98, -0.31, 0.22], [0.20, 0.64, -1.91], [-1.24, 0.12, -0.25], [-0.80, 0.84, -1.26], [-0.23, -0.13, 0.67], [1.67, -0.75, 0.95], [-0.58, -0.41, 1.59]], "lowdin_charge": [0.038, 0.106, -0.098, -0.102, -0.108, 0.035, 0.129]}



(three)
{"formula": "C3H2N2", "method": "the ωB97M-V functional and the def2-TZVPD basis", "lumo_energy_ev": 0.4, "multiplicity": 1, "smiles": "N#CCC#N", "elements": ["N", "C", "C", "C", "N", "H", "H"], "xyz": [[1.25, -0.54, -1.84], [0.40, -0.40, -1.06], [-0.53, -0.11, 0.01], [0.34, 0.55, 0.96], [0.91, 1.04, 1.86], [-1.42, 0.48, -0.30], [-0.94, -1.02, 0.37]], "lowdin_charge": [0.172, -0.232, -0.158, -0.222, 0.174, 0.151, 0.118]}



Q: Which of them is the least stable? A: (two).



(one)
{"formula": "CH4N2O3", "method": "the ωB97M-V functional and the def2-TZVPD basis", "lumo_energy_ev": -0.2, "multiplicity": 1, "smiles": "N#COOO.N", "elements": ["N", "C", "O", "O", "O", "H", "N", "H", "H", "H"], "xyz": [[1.47, 2.04, -0.52], [1.96, 1.03, -0.27], [2.36, -0.18, -0.19], [1.44, -1.15, 0.51], [0.49, -1.54, -0.38], [-0.48, -1.11, -0.12], [-1.65, 0.01, 0.11], [-1.66, 0.12, 1.19], [-2.65, -0.12, -0.16], [-1.27, 0.90, -0.17]], "lowdin_charge": [0.158, -0.374, 0.030, -0.054, -0.069, 0.083, 0.025, 0.098, 0.072, 0.032]}



(two)
{"formula": "CH4N2O3", "method": "the ωB97M-V functional and the def2-TZVPD basis", "lumo_energy_ev": 0.6, "multiplicity": 1, "smiles": "NN(O)OC=O", "elements": ["N", "N", "O", "O", "C", "O", "H", "H", "H", "H"], "xyz": [[1.24, -0.77, -0.23], [0.67, 0.41, 0.34], [1.25, 1.50, -0.24], [-0.73, 0.33, -0.20], [-1.71, -0.01, 0.54], [-2.88, 0.05, 0.15], [1.14, -0.91, -1.24], [1.24, -1.59, 0.35], [1.30, 1.29, -1.13], [-1.51, -0.29, 1.65]], "lowdin_charge": [0.056, -0.151, 0.054, -0.002, -0.411, 0.038, 0.108, 0.091, 0.053, 0.165]}



(three)
{"formula": "CH4N2O3", "method": "the ωB97M-V functional and the def2-TZVPD basis", "lumo_energy_ev": 0.7, "multiplicity": 1, "smiles": "COO/N=N/O", "elements": ["C", "O", "O", "N", "N", "O", "H", "H", "H", "H"], "xyz": [[-1.02, 1.37, 0.29], [-0.18, 0.99, -0.79], [1.20, 0.83, -0.17], [1.51, -0.50, 0.09], [0.74, -1.33, -0.42], [1.07, -2.63, -0.07], [-1.17, 0.53, 0.97], [-2.00, 1.65, -0.13], [-0.60, 2.22, 0.83], [0.45, -3.14, -0.61]], "lowdin_charge": [-0.111, -0.142, -0.086, 0.032, -0.032, -0.026, 0.081, 0.096, 0.087, 0.101]}



Q: Which of them is the least stable? A: (three).



(one)
{"formula": "C4H9O", "method": "the ωB97M-V functional and the def2-TZVPD basis", "lumo_energy_ev": 4.3, "multiplicity": 1, "charge": -1, "elements": ["C", "O", "H", "H", "H", "C", "C", "C", "H", "H", "H", "H", "H", "H"], "xyz": [[1.83, -0.25, -1.33], [1.95, -0.07, 0.00], [1.10, -1.08, -1.61], [1.46, 0.67, -1.85], [2.80, -0.66, -1.76], [-0.84, 1.23, 0.50], [-1.38, -0.01, 1.16], [-1.17, -1.22, 0.66], [-0.63, 1.21, -0.57], [-1.51, 2.10, 0.62], [0.12, 1.50, 0.96], [-1.98, 0.17, 2.05], [-1.41, -2.15, 1.17], [-0.34, -1.44, -0.01]], "lowdin_charge": [-0.522, -0.441, 0.017, 0.026, 0.028, -0.147, -0.240, -0.035, 0.058, 0.051, 0.067, 0.074, 0.032, 0.032]}



(two)
{"formula": "C4H9O", "method": "the ωB97M-V functional and the def2-TZVPD basis", "lumo_energy_ev": 3.7, "multiplicity": 1, "charge": -1, "elements": ["C", "O", "H", "H", "H", "C", "C", "C", "H", "H", "H", "H", "H", "H"], "xyz": [[0.95, -2.08, 0.12], [0.17, -2.98, 0.70], [1.84, -1.62, 0.67], [1.50, -2.45, -0.81], [0.47, -1.14, -0.33], [-0.52, 1.95, -1.45], [-0.02, 1.45, -0.11], [-0.75, 1.79, 0.97], [0.05, 2.82, -1.81], [-0.41, 1.21, -2.26], [-1.53, 2.36, -1.35], [0.99, 1.06, -0.17], [-0.39, 2.07, 1.95], [-1.83, 1.67, 0.93]], "lowdin_charge": [-0.570, -0.423, 0.022, 0.018, 0.009, -0.139, -0.233, -0.036, 0.063, 0.062, 0.060, 0.080, 0.038, 0.050]}



(three)
{"formula": "C4H9O", "method": "the ωB97M-V functional and the def2-TZVPD basis", "lumo_energy_ev": 3.5, "multiplicity": 1, "charge": -1, "elements": ["C", "O", "H", "H", "H", "C", "C", "C", "H", "H", "H", "H", "H", "H"], "xyz": [[-0.70, -1.23, -3.19], [0.20, -1.97, -2.54], [-0.49, -0.09, -3.06], [-1.73, -1.26, -2.71], [-0.92, -1.34, -4.27], [-1.02, 1.00, 2.11], [0.42, 0.82, 1.73], [1.47, 1.37, 2.35], [-1.25, 0.71, 3.15], [-1.74, 0.60, 1.40], [-1.23, 2.08, 1.97], [0.76, 0.34, 0.82], [2.48, 1.09, 2.12], [1.35, 2.12, 3.13]], "lowdin_charge": [-0.574, -0.461, 0.022, 0.010, 0.006, -0.117, -0.232, -0.045, 0.070, 0.067, 0.074, 0.096, 0.040, 0.043]}



Q: Which of them is the least stable? A: (two).